1.
The following is a DFT calculation (ωB97M-V/def2-TZVPD) of C17H23HgN3SSi as an isolated structure.

Results
multiplicity = 2
orbital gap (alpha / beta) = 6.17 / 6.68 eV
⟨S²⟩ = 0.7561
highest occupied orbital energy (alpha / beta) = -3.13 / -4.35 eV
total charge = -1
relative energy (zero: lowest compared OMol25 entry of this formula, charge and spin) = 0.0 kcal per mole

The geometry in XYZ format:
```
46
Properties=species:S:1:pos:R:3:forces:R:3:nbo_charge:R:1
Hg -0.6181 -1.8453 -0.2477 -0.0795 -0.0517 -0.0590 0.6641
S 0.2820 -3.4054 -2.1717 0.0070 0.0128 0.0477 -0.4073
C 1.9210 -3.2036 -1.6280 0.0009 -0.0119 -0.0259 0.0683
C 2.9518 -3.9897 -2.1827 0.0200 0.0186 0.0245 -0.2764
C 4.2470 -3.8159 -1.7539 -0.0167 -0.0053 -0.0104 -0.1729
C 4.5243 -2.8648 -0.7727 -0.0010 -0.0129 -0.0178 -0.3169
C 3.4602 -2.1363 -0.2800 0.0217 0.0142 0.0200 0.0456
N 2.1994 -2.2882 -0.6850 -0.0083 -0.0127 0.0174 -0.5255
H 2.7015 -4.7192 -2.9404 0.0031 -0.0036 0.0017 0.2162
H 5.0432 -4.4172 -2.1777 0.0025 0.0032 0.0024 0.2018
H 5.5284 -2.6967 -0.4091 -0.0045 0.0138 0.0137 0.2089
H 3.6175 -1.3784 0.4825 0.0239 -0.0012 0.0053 0.1885
C 0.7460 0.3672 -2.4838 0.0552 0.1003 -0.0491 -1.1492
Si -0.3871 1.3798 -1.3926 -0.0402 -0.0225 -0.1064 1.8279
C -1.3640 2.5145 -2.5446 -0.0038 -0.0246 -0.0162 -1.1299
C 0.7289 2.4765 -0.3359 0.0318 0.0180 0.0908 -1.1409
N -1.3973 0.3155 -0.5051 0.0312 -0.0206 -0.0386 -1.2585
C -2.4746 0.6818 0.2526 -0.1111 -0.0415 0.0200 0.1887
C -3.4108 -0.2780 0.7111 0.0751 0.0360 -0.0616 -0.2934
C -4.4925 0.0619 1.5000 -0.0084 0.0519 -0.0036 -0.1880
C -4.7220 1.3833 1.8733 0.0149 -0.0254 -0.0013 -0.3075
C -3.8272 2.3475 1.4301 0.0056 0.0407 -0.0160 -0.2130
C -2.7346 2.0146 0.6448 0.0201 0.0267 0.0617 -0.2675
H 1.3244 1.0444 -3.1221 -0.0043 -0.0156 0.0141 0.2221
H 0.1898 -0.3131 -3.1312 -0.0231 -0.0113 0.0155 0.2466
H 1.4548 -0.2341 -1.9113 -0.0192 -0.0049 0.0207 0.2473
H -0.6781 3.1452 -3.1178 0.0081 -0.0006 -0.0028 0.2200
H -2.0687 3.1685 -2.0304 -0.0089 -0.0041 0.0540 0.2290
H -1.9334 1.9094 -3.2546 -0.0024 -0.0026 -0.0004 0.2311
H 1.3849 3.0792 -0.9707 -0.0095 0.0064 -0.0157 0.2259
H 1.3711 1.8617 0.3019 0.0150 0.0088 -0.0166 0.2304
H 0.1777 3.1596 0.3169 0.0252 -0.0304 -0.0419 0.2243
H -3.2598 -1.3117 0.4234 -0.0002 -0.0171 -0.0026 0.2054
H -5.1736 -0.7183 1.8229 0.0060 0.0064 0.0022 0.1956
H -5.5695 1.6508 2.4911 -0.0026 0.0000 -0.0005 0.1960
H -3.9732 3.3863 1.7067 -0.0066 0.0041 0.0034 0.1944
H -2.0477 2.7989 0.3455 -0.0472 -0.0430 -0.0008 0.1919
C -0.2699 0.4013 2.7148 -0.0372 -0.0191 0.0565 -0.5937
C 0.9927 -0.4468 2.8297 -0.0239 -0.0208 0.0006 -0.5272
C 2.1663 0.3312 3.2234 0.0700 0.0059 -0.0808 0.3113
N 3.0934 0.9395 3.5237 0.0175 0.0312 0.0429 -0.3782
H -1.0979 -0.2345 2.4057 -0.0278 0.0128 0.0277 0.2350
H -0.1494 1.1623 1.9489 -0.0359 0.0729 0.0222 0.2274
H -0.5192 0.8755 3.6637 0.0091 0.0314 0.0059 0.2024
H 1.1995 -0.9219 1.8648 0.0495 -0.0608 0.0921 0.2614
H 0.8629 -1.2375 3.5717 0.0088 -0.0520 -0.0952 0.2386
```
Positions in Å, forces in eV/Å.

2.
The following is a DFT calculation (ωB97M-V/def2-TZVPD) of C17H23I2N4O2PSY as an isolated structure.

Results
multiplicity = 1
orbital gap = 6.49 eV
highest occupied orbital energy = -15.51 eV
total charge = +3
relative energy (zero: lowest compared OMol25 entry of this formula, charge and spin) = 0.0 kcal per mole

The geometry in XYZ format:
```
51
Properties=species:S:1:pos:R:3:forces:R:3:nbo_charge:R:1
Y -1.7141 -1.6048 1.7133 -0.3680 -0.0656 0.1966 2.2795
I 0.8626 1.7660 -1.3561 0.0136 0.0035 0.0098 0.2249
C 0.7593 1.7395 0.7195 -0.0936 -0.1584 0.0022 -0.1981
C 1.4007 2.7542 1.4648 0.0031 0.0150 0.0239 -0.2474
C 1.3597 2.7657 2.8332 0.0591 0.0811 0.0077 -0.1323
I 2.3169 4.3038 3.8549 -0.0174 -0.0362 -0.0230 0.2961
C 0.6680 1.7294 3.5278 -0.0268 -0.0529 -0.0440 -0.1267
C 0.5714 1.6208 4.9298 -0.0102 -0.0238 0.0366 -0.0305
C -0.1170 0.5779 5.5023 0.0011 0.0005 0.0025 -0.2575
C -0.7203 -0.3681 4.6789 0.0172 0.0069 -0.0301 0.1034
N -0.6577 -0.3161 3.3489 -0.0404 0.0172 0.0796 -0.6643
C 0.0309 0.7276 2.7674 0.0323 -0.0031 0.0576 0.1121
C 0.0680 0.7416 1.3532 0.0661 0.0916 -0.1052 0.2804
O -0.5951 -0.2627 0.7203 0.1960 0.1726 -0.1356 -0.9351
H 1.9276 3.5355 0.9341 0.0081 -0.0040 0.0061 0.2634
H 1.0468 2.3665 5.5544 0.0029 0.0054 -0.0114 0.2647
H -0.1979 0.4798 6.5751 0.0016 0.0053 0.0011 0.2682
H -1.2712 -1.1937 5.1170 0.0069 -0.0036 0.0080 0.2143
C 2.4649 -2.4830 -2.0822 0.0152 -0.0319 0.0349 -0.0575
N 1.0849 -2.7709 -2.7097 0.0303 0.0311 -0.0361 -0.3881
C 0.9940 -4.2817 -3.0046 -0.0042 -0.0093 -0.0357 -0.0541
N 1.2310 -5.0268 -1.8218 0.0339 -0.0219 0.0340 -0.4198
C 2.5490 -4.7161 -1.2664 -0.0008 0.0031 0.0127 -0.0806
N 2.6590 -3.2943 -0.9315 0.0115 0.0118 -0.0265 -0.4205
C 1.8271 -2.9116 0.2003 -0.0253 -0.0054 -0.0094 -0.4962
P 0.0287 -3.2099 -0.1766 0.0193 -0.0070 -0.1684 0.6210
C -0.0230 -2.3214 -1.8091 -0.0553 -0.0090 0.0459 -0.5351
C 0.1574 -4.9426 -0.8391 0.0317 -0.0096 0.0718 -0.4980
H 2.4914 -1.4189 -1.8455 -0.0038 -0.0138 0.0014 0.2370
H 3.2009 -2.7166 -2.8508 -0.0023 -0.0007 -0.0029 0.2457
H 1.0173 -2.2591 -3.5928 -0.0012 0.0038 0.0050 0.4492
H 1.7562 -4.4882 -3.7553 -0.0010 -0.0095 0.0005 0.2467
H 0.0040 -4.4708 -3.4182 0.0042 0.0015 -0.0040 0.2335
H 3.3131 -4.9662 -2.0022 -0.0068 -0.0013 -0.0073 0.2408
H 2.7222 -5.3166 -0.3756 -0.0030 0.0029 0.0028 0.2356
H 1.9736 -1.8549 0.4353 0.0007 -0.0006 -0.0027 0.2525
H 2.1185 -3.4949 1.0752 0.0002 0.0049 0.0072 0.2580
H 0.0797 -1.2488 -1.6381 -0.0073 0.0650 0.0057 0.2799
H -0.9689 -2.5118 -2.3192 0.0073 0.0058 0.0155 0.2538
H -0.7904 -5.2464 -1.2871 0.0034 0.0113 -0.0068 0.2547
H 0.3625 -5.6319 -0.0186 -0.0015 -0.0066 -0.0044 0.2629
C -4.5227 1.5406 1.0929 -0.0495 0.0040 0.0145 -0.8089
S -4.9395 0.0494 1.9697 -0.0130 0.0045 0.0134 1.2852
C -6.2352 -0.5870 0.9330 0.0069 -0.0214 0.0160 -0.8058
O -3.7274 -0.8988 1.6848 0.1543 -0.0621 -0.0357 -1.1287
H -5.3826 2.2083 1.1699 0.0071 0.0027 -0.0066 0.2861
H -4.3013 1.3119 0.0518 0.0020 0.0011 -0.0055 0.2555
H -3.6725 1.9971 1.5967 0.0020 -0.0029 -0.0043 0.2634
H -7.0822 0.0942 1.0310 0.0014 0.0010 -0.0028 0.2854
H -6.5181 -1.5645 1.3189 -0.0023 0.0013 0.0009 0.2760
H -5.8956 -0.6432 -0.0995 -0.0060 0.0057 -0.0055 0.2552
```
Positions in Å, forces in eV/Å.

3.
The following is a DFT calculation (ωB97M-V/def2-TZVPD) of a 4-piece molecular cluster, C17H23IN3OP overall.

Results
multiplicity = 1
orbital gap = 8.94 eV
highest occupied orbital energy = -8.54 eV

The geometry in XYZ format:
```
46
Properties=species:S:1:pos:R:3:forces:R:3:nbo_charge:R:1
C 3.9892 -1.3556 0.6086 -0.0514 0.1181 0.3177 -0.6198
C 5.0928 -0.3865 0.1825 -0.5714 0.0975 -0.3542 -0.4407
C 5.4361 -0.3587 -1.3399 -0.2493 -0.4802 1.2629 -0.6095
I 4.6196 1.4115 -2.2823 0.2215 -0.4185 -0.0011 0.1111
P 5.1545 -1.8908 -2.3582 0.6492 0.4210 -1.8153 0.5583
C 3.3671 -2.3994 -2.5161 -0.4686 -0.4590 0.5628 -0.8122
C 2.3851 -1.3605 -3.0762 0.1815 0.6703 0.0079 0.5956
O 2.4428 -0.9814 -4.2248 0.0011 -0.2071 0.5200 -0.5167
C 1.3474 -0.8271 -2.1009 0.9469 -0.8453 -0.7340 -0.1707
C 0.6789 -1.7473 -1.3248 0.1047 -1.0179 0.1146 -0.1881
C -0.2512 -1.3715 -0.3901 -0.0392 -0.3916 -0.0175 -0.2299
C -0.4994 -0.0291 -0.2287 -0.9468 0.0802 0.8448 -0.1420
C 0.1424 0.8865 -1.0093 0.4019 1.2560 -0.3125 -0.2334
C 1.0717 0.5079 -1.9494 0.0996 0.3278 -0.5169 -0.1618
H 3.0601 -1.2347 0.0469 0.1446 0.0784 -0.0754 0.2155
H 4.3065 -2.4008 0.5557 -0.0298 0.0872 -0.1109 0.2022
H 3.7370 -1.1461 1.6536 0.0457 -0.1109 -0.0711 0.2185
H 5.9979 -0.6265 0.7488 0.0123 0.0963 -0.1301 0.2093
H 4.7652 0.6175 0.4629 0.2714 -0.0592 0.1568 0.2170
H 6.5122 -0.1915 -1.4047 -0.0974 -0.0392 -0.3367 0.2408
H 5.7066 -2.9246 -1.5514 -0.5023 0.3143 0.3785 -0.0250
H 2.9833 -2.8278 -1.5891 0.0362 0.2376 0.0023 0.2323
H 3.3712 -3.2314 -3.2304 0.3110 0.2100 -0.0952 0.2646
H 0.8916 -2.8050 -1.4411 -0.0043 0.0424 -0.0599 0.2059
H -0.7434 -2.1468 0.1807 -0.1380 0.2297 0.1618 0.2147
H -1.2165 0.2972 0.5098 0.0276 -0.0098 0.0233 0.2223
H -0.0235 1.9529 -0.9033 -0.2299 -0.0736 0.1866 0.2096
H 1.5717 1.2519 -2.5513 0.0278 -0.0679 -0.0674 0.2290
C -4.1413 -2.9590 1.5689 0.1000 0.0861 0.0012 -0.7225
C -3.2512 -1.8180 1.7772 0.3110 0.4737 0.0823 0.3251
N -2.5509 -0.9167 1.9415 -0.6046 -0.6080 0.0677 -0.3774
H -5.1770 -2.6389 1.6613 0.0012 0.0143 -0.0199 0.2614
H -3.9838 -3.3712 0.5741 -0.0098 0.0239 -0.0127 0.2630
H -3.9362 -3.7272 2.3120 0.0061 0.0074 0.0058 0.2545
C -3.7795 2.1356 0.4292 -0.0783 -0.1060 -0.0173 -0.7354
C -4.3248 1.2338 -0.5851 -0.1712 -0.3892 -0.3655 0.3011
N -4.7547 0.5158 -1.3790 0.2565 0.4123 0.5318 -0.3506
H -2.9188 2.6684 0.0290 -0.0142 0.0092 -0.0242 0.2523
H -4.5348 2.8592 0.7303 0.0198 0.0127 -0.1000 0.2683
H -3.4686 1.5592 1.3004 0.0357 -0.0602 -0.0450 0.2595
C -4.7447 4.9149 3.8432 -0.0340 0.0145 -0.1517 -0.7204
C -5.0436 5.0563 2.4177 -0.1366 0.1063 -0.5430 0.2934
N -5.2795 5.1679 1.2942 0.1617 -0.0871 0.7493 -0.3384
H -3.8883 4.2566 3.9773 0.0019 0.0007 0.0016 0.2554
H -4.5155 5.8891 4.2701 0.0022 0.0016 -0.0019 0.2577
H -5.6039 4.4922 4.3600 -0.0021 0.0009 -0.0005 0.2564
```
Positions in Å, forces in eV/Å.

4.
The following is a DFT calculation (ωB97M-V/def2-TZVPD) of a single C17H23N2O3P molecule.

Results
multiplicity = 1
orbital gap = 8.61 eV
highest occupied orbital energy = -8.09 eV
relative energy (zero: lowest compared OMol25 entry of this formula, charge and spin) = 1.0 kcal per mole

The geometry in XYZ format:
```
46
Properties=species:S:1:pos:R:3:forces:R:3:nbo_charge:R:1
C 0.3548 3.5088 -1.6366 0.0968 -0.0737 -0.1259 -0.6122
C 1.5738 2.8688 -2.2863 0.0075 -0.1478 0.3449 -0.4186
C 2.4823 2.2127 -1.2524 0.3982 0.6711 -0.5260 -0.0620
O 1.8936 1.0349 -0.7208 -0.6458 -0.4918 0.5633 -0.8260
P 1.1682 1.0683 0.7158 -0.0343 -1.0214 -0.3884 2.1610
O 1.4557 2.2831 1.4941 -0.0637 0.3969 0.4578 -1.1088
C -0.5646 0.6667 0.4146 0.8382 0.2190 0.1431 -0.5521
C -1.5246 1.0809 1.3280 0.0838 0.0033 -0.0443 -0.1371
C -2.8483 0.7416 1.1607 -0.1738 0.0311 0.1089 -0.2985
C -3.2620 -0.0394 0.0667 0.1157 0.0083 0.0522 0.2152
N -4.5711 -0.3941 -0.0939 -0.1782 -0.0384 -0.0360 -0.4057
C -5.5888 0.1591 0.7659 0.0451 0.0802 0.1716 -0.4020
C -4.9751 -1.2323 -1.1954 0.1128 -0.0392 -0.1404 -0.4011
C -2.2758 -0.4467 -0.8503 -0.0790 -0.1319 -0.1536 -0.3103
C -0.9549 -0.1036 -0.6743 -0.0075 0.1432 0.0178 -0.0790
C 1.9357 -0.4241 1.5530 -0.8686 0.7122 -0.1737 -0.2284
O 3.2563 -0.0788 1.8533 0.5161 0.0873 0.0894 -0.7077
C 1.8406 -1.5932 0.6380 0.0465 -0.3829 0.0072 -0.1044
C 0.7169 -2.4116 0.6426 0.2285 -0.0031 -0.0063 -0.1599
C 0.6337 -3.4409 -0.2791 0.0297 0.0293 -0.0146 -0.2645
C 1.6826 -3.6117 -1.1701 -0.3227 -0.1876 0.0260 0.0266
N 2.7609 -2.8465 -1.1749 0.3783 -0.1306 -0.3757 -0.4148
C 2.8369 -1.8658 -0.2959 -0.0104 0.2618 0.2988 0.0553
H 0.6601 4.2922 -0.9468 -0.0273 0.0854 0.1002 0.2103
H -0.2992 3.9414 -2.3901 -0.1115 0.0485 -0.0122 0.2097
H -0.2104 2.7652 -1.0759 -0.1259 0.0776 -0.0149 0.2077
H 2.1536 3.6252 -2.8186 0.0495 -0.0309 -0.0624 0.2060
H 1.2583 2.1096 -3.0047 0.0856 0.0047 -0.0957 0.2030
H 3.4249 1.8992 -1.7112 -0.0920 0.0313 0.0992 0.1880
H 2.6898 2.9158 -0.4375 0.0622 -0.1086 -0.1224 0.2006
H -1.2158 1.6861 2.1677 -0.0526 0.0846 0.1177 0.2317
H -3.5636 1.0811 1.8909 -0.0974 0.0259 0.0540 0.2183
H -5.5473 1.2521 0.7742 -0.0418 0.0016 0.0528 0.1982
H -5.4799 -0.2027 1.7933 -0.0566 0.0702 0.0291 0.1950
H -6.5702 -0.1381 0.4048 0.0412 -0.0012 0.0022 0.2095
H -4.8505 -0.7257 -2.1590 -0.0031 -0.0725 -0.0410 0.1922
H -4.3939 -2.1576 -1.2096 -0.0259 -0.0169 -0.0715 0.1997
H -6.0233 -1.4982 -1.0826 0.0394 0.0142 0.0084 0.2093
H -2.5423 -1.0328 -1.7141 -0.0600 -0.0609 -0.0811 0.2163
H -0.2115 -0.4185 -1.3916 0.0156 -0.0696 -0.1184 0.2221
H 1.3530 -0.6112 2.4730 0.0198 0.0267 -0.2190 0.1908
H 3.2521 0.8404 2.1584 0.0315 -0.0444 0.0168 0.4923
H -0.0785 -2.2397 1.3558 -0.0543 0.0043 0.0464 0.2179
H -0.2250 -4.0944 -0.3040 -0.0519 -0.0686 -0.0217 0.2175
H 1.6644 -4.3982 -1.9135 -0.0888 -0.0955 -0.0205 0.1903
H 3.7338 -1.2636 -0.3235 0.0311 0.0989 0.0578 0.2088
```
Positions in Å, forces in eV/Å.

5.
The following is a DFT calculation (ωB97M-V/def2-TZVPD) of a single C17H23N3O3 molecule.

Results
multiplicity = 1
orbital gap = 9.15 eV
highest occupied orbital energy = -8.37 eV
relative energy (zero: lowest compared OMol25 entry of this formula, charge and spin) = 36.9 kcal per mole

The geometry in XYZ format:
```
46
Properties=species:S:1:pos:R:3:forces:R:3:nbo_charge:R:1
O -1.2708 2.2628 -1.7016 0.0418 -0.0054 -0.5373 -0.6447
C -1.3415 2.0457 -0.5083 -0.4490 -0.2639 0.4849 0.6721
C -2.3045 1.0011 0.0800 -0.0751 0.2844 -0.0800 -0.3118
N -1.6084 -0.1842 0.5429 -0.1708 0.0605 -0.0421 -0.4150
C -1.1428 -0.2043 1.8110 0.0621 -0.2038 0.2066 0.6783
O -1.2164 0.7592 2.5550 0.0816 -0.0182 0.2098 -0.6365
C -0.4954 -1.5068 2.2456 0.3526 0.2067 0.2721 -0.1565
O -0.9973 -2.6581 1.6061 -0.3178 -0.0827 -0.2387 -0.4931
C -1.1398 -2.5258 0.2508 0.0679 0.0343 -0.2739 0.3317
C -1.0316 -3.6487 -0.5537 0.0015 0.1804 0.2064 -0.2657
C -1.1708 -3.5299 -1.9259 0.0376 -0.0136 -0.0231 -0.2086
C -1.3956 -2.2889 -2.4950 -0.0357 -0.0334 -0.0280 -0.2173
C -1.5221 -1.1638 -1.6977 0.0007 -0.0439 0.1021 -0.2339
C -1.4200 -1.2781 -0.3177 0.0710 -0.5199 -0.0140 0.0723
N -0.6462 2.6912 0.4363 0.1235 0.2594 0.3142 -0.6136
C 0.3157 3.7229 0.1361 0.2885 0.1382 -0.0412 -0.2201
C 1.7594 3.2658 0.3481 -0.1681 -0.0353 -0.3042 -0.4099
C 2.1428 2.0985 -0.5692 0.0493 0.1617 0.1690 -0.2293
N 1.8711 0.8152 0.0678 -0.2831 0.0426 0.0267 -0.4545
C 2.9405 0.4061 0.9683 0.0728 -0.0902 0.1979 -0.2248
C 3.9916 -0.3529 0.1217 0.0215 0.0902 0.0334 -0.4374
C 3.2482 -0.7076 -1.1745 -0.1238 0.0238 -0.0396 -0.4328
C 1.7971 -0.2877 -0.8768 0.0838 -0.2177 -0.1307 -0.2225
H -3.0373 0.7139 -0.6749 0.1330 0.0700 0.0658 0.2325
H -2.8153 1.4381 0.9431 0.0349 -0.0924 -0.1433 0.2430
H 0.5891 -1.4128 2.0672 -0.1584 0.0136 0.0219 0.1951
H -0.6584 -1.6443 3.3167 0.0120 0.1476 -0.1844 0.2280
H -0.8408 -4.6013 -0.0861 0.0372 -0.1119 0.0723 0.2273
H -1.0870 -4.4071 -2.5484 0.0137 -0.0828 -0.0578 0.2172
H -1.4782 -2.1903 -3.5661 -0.0110 0.0189 -0.0994 0.2186
H -1.6827 -0.1990 -2.1511 -0.0222 0.1736 -0.0221 0.2463
H -0.7030 2.3576 1.3915 -0.1436 -0.0961 -0.1232 0.4295
H 0.1615 4.0052 -0.9084 0.0148 0.0585 0.1397 0.2242
H 0.1081 4.5897 0.7729 -0.0068 -0.0265 -0.1230 0.1954
H 2.4142 4.1167 0.1532 0.0309 0.0551 0.0753 0.2084
H 1.8885 2.9668 1.3895 0.1191 0.0401 0.0598 0.2040
H 3.2013 2.1910 -0.8555 0.0048 -0.0055 -0.0769 0.1687
H 1.5440 2.1568 -1.4800 0.0426 -0.0053 -0.0493 0.2135
H 2.5111 -0.2634 1.7200 0.1066 0.0321 0.0479 0.1842
H 3.3646 1.2649 1.4864 -0.0498 0.0053 0.0751 0.2036
H 4.8565 0.2786 -0.0784 0.0528 -0.0535 0.0077 0.2065
H 4.3405 -1.2409 0.6460 0.0713 0.0055 0.0244 0.2110
H 3.3144 -1.7656 -1.4194 0.0391 -0.0292 -0.0815 0.2135
H 3.6384 -0.1376 -2.0177 0.0343 -0.0331 -0.0336 0.2030
H 1.2746 -1.1152 -0.3870 -0.0047 -0.0348 -0.0912 0.1853
H 1.2340 -0.0088 -1.7659 -0.0836 -0.0037 0.0253 0.2146
```
Positions in Å, forces in eV/Å.

no.,maximum force (eV/A)
1,0.125
2,0.422
3,1.973
4,1.137
5,0.712